No. 1
Entry from the OMol25 dataset: a cluster of 2 separate species, C4H12 in total in a non-equilibrium geometry (ωB97M-V/def2-TZVPD).

Structure (XYZ):
```
16
Properties=species:S:1:pos:R:3
C 0.3262 -1.8274 0.1131
C -1.0107 -1.9940 -0.6086
H 0.2105 -1.6260 1.1642
H 0.8478 -2.7882 0.0466
H 0.9525 -1.0411 -0.2767
H -1.5857 -2.8599 -0.2771
H -0.8174 -2.1597 -1.6686
H -1.6543 -1.1592 -0.3723
C 1.0141 1.5625 0.2442
C -0.3257 2.3143 0.2700
H 1.1810 0.9975 -0.6769
H 1.8019 2.3143 0.1790
H 1.1272 0.8484 1.0505
H -1.0521 1.8481 -0.3984
H -0.2556 3.3504 -0.0556
H -0.7597 2.2198 1.2667
```

Computed properties:
Energy: -4340.6464 eV
Relative energy (zero: lowest compared OMol25 entry of this formula, charge and spin): 37.6 kJ/mol
E_HOMO (alpha / beta): 1.61 / -7.61 eV
Multiplicity: 2
Total charge: -1
Frontier orbital gap (alpha / beta): 2.77 / 12.14 eV
M: 60.140 g/mol

---

No. 2
Entry from the OMol25 dataset: a cluster of 2 separate species, C2H7NS2 in total in a non-equilibrium geometry (ωB97M-V/def2-TZVPD).

Structure (XYZ):
```
12
Properties=species:S:1:pos:R:3
S 1.9674 -0.1024 0.4784
S 1.5613 -0.5270 -1.6990
H 0.9830 -1.1337 0.7912
H 1.7412 0.7926 -1.9528
C -1.8700 1.3710 1.5317
C -2.1818 0.4445 0.6340
N -3.2787 -0.3589 0.4703
H -2.1684 1.4219 2.5536
H -1.0966 2.0326 1.1182
H -1.5754 0.2165 -0.2521
H -3.6683 -0.6708 1.2964
H -3.4134 -0.9680 -0.3102
```

Computed properties:
Energy: -25346.1691 eV
Relative energy (zero: lowest compared OMol25 entry of this formula, charge and spin): 181.3 kJ/mol
E_HOMO: -8.11 eV
Multiplicity: 1
Frontier orbital gap: 7.74 eV
M: 109.219 g/mol

---

No. 3
Entry from the OMol25 dataset: a structure of composition C27H46BeBrNP2S in a non-equilibrium geometry (ωB97M-V/def2-TZVPD).

Structure (XYZ):
```
79
Properties=species:S:1:pos:R:3
N -5.9075 -1.6048 4.5844
C -4.8805 -0.8669 4.9836
C -4.3101 0.1167 4.1805
C -4.7963 0.3018 2.8639
C -5.8476 -0.5361 2.4421
C -6.3618 -1.4722 3.3494
C -4.1628 1.2735 1.9771
Be 0.6257 0.7505 -0.7774
P 2.9767 0.2914 -1.2744
C -4.4896 1.4723 0.6440
C -3.4445 1.9749 -0.2393
C -3.2660 1.5204 -1.5821
C -1.9741 1.3874 -2.0557
C -0.8905 1.7418 -1.1968
C -1.1779 2.7887 -0.2727
C -2.4389 2.8268 0.2883
Br 0.9159 2.1166 -2.4384
H -3.3407 1.8304 2.4514
H -5.4141 1.0926 0.1624
H -3.4929 0.7018 4.5704
H -6.2206 -0.4903 1.4208
H -4.5169 -1.0498 5.9906
H -7.2146 -2.0920 3.0543
H -4.1314 1.1940 -2.1135
H -2.6359 3.4026 1.1789
H -1.7971 0.9604 -3.0415
H -0.4043 3.4771 0.0479
P -0.0563 -1.3737 -0.7829
C 3.5710 1.9987 -0.6495
C 4.8511 2.6611 -1.1254
H 3.5645 1.9015 0.4443
H 2.7572 2.6916 -0.8797
H 4.9991 3.6016 -0.5710
H 5.7423 2.0407 -0.9834
H 4.7615 2.9345 -2.1775
C 2.9048 -0.4072 -3.0068
C 3.9715 0.2017 -3.9197
H 1.8945 -0.2817 -3.4558
H 3.0477 -1.5289 -2.9576
H 3.6346 0.2260 -4.9732
H 4.1911 1.2267 -3.5885
H 4.8801 -0.4043 -3.8812
C 4.2267 -0.8335 -0.6013
C 5.6583 -0.4115 -0.8677
H 4.0364 -1.8007 -1.0869
H 4.0176 -0.8985 0.4770
H 6.3164 -1.2789 -0.7666
H 5.7943 -0.0112 -1.8786
H 5.9937 0.3323 -0.1422
C 0.6120 -2.7803 0.2507
C 1.9627 -3.3621 -0.1401
H -0.1558 -3.5705 0.2120
H 0.6473 -2.4219 1.2871
H 2.2160 -4.2042 0.5167
H 1.9926 -3.7282 -1.1716
H 2.7531 -2.6183 -0.0170
C -0.2908 -2.3457 -2.3517
C -1.2867 -1.7983 -3.3661
H -0.5880 -3.3548 -2.0188
H 0.7111 -2.4455 -2.7942
H -1.1273 -2.3004 -4.3275
H -2.3238 -1.9880 -3.0611
H -1.1533 -0.7257 -3.5292
C -1.7835 -1.2730 -0.1277
C -2.0002 -1.5607 1.3538
H -2.4144 -1.9215 -0.7592
H -2.1152 -0.2482 -0.3667
H -3.0803 -1.5867 1.5562
H -1.5720 -2.5278 1.6377
H -1.5540 -0.7644 1.9646
C 0.8754 0.1779 2.8561
S 0.4298 1.3302 1.5095
C 0.9635 2.8653 2.3269
H 1.1302 -0.7621 2.3497
H 0.0036 0.0946 3.5255
H 1.7216 0.6588 3.3481
H 0.5232 2.9120 3.3244
H 2.0546 2.7930 2.4109
H 0.6883 3.7606 1.7766
```

Computed properties:
Energy: -130075.8877 eV
Relative energy (zero: lowest compared OMol25 entry of this formula, charge and spin): 0.0 kJ/mol
E_HOMO: -13.54 eV
Multiplicity: 1
Total charge: +2
Frontier orbital gap: 5.70 eV
M: 567.603 g/mol

---

No. 4
Entry from the OMol25 dataset: an isolated molecule of C4H4O2 in a non-equilibrium geometry (ωB97M-V/def2-TZVPD).

Structure (XYZ):
```
10
Properties=species:S:1:pos:R:3
C 1.2839 0.8771 0.0665
C 0.2017 -0.1402 -0.0518
O 0.6790 -1.3738 -0.3347
C -2.3119 -0.2241 0.0258
C -1.0879 0.0826 0.1938
O -3.4254 -0.5882 0.2217
H -0.0401 -2.0072 -0.4003
H 0.8548 1.9017 0.0582
H 1.9964 0.7693 -0.7668
H 1.8496 0.7029 0.9875
```

Computed properties:
Energy: -8305.7184 eV
Relative energy (zero: lowest compared OMol25 entry of this formula, charge and spin): 131.1 kJ/mol
E_HOMO: -8.97 eV
Multiplicity: 1
Frontier orbital gap: 8.84 eV
M: 84.074 g/mol

---

energy of number 3 (C27H46BeBrNP2S)? -130075.8877 eV